12
Properties=species:S:1:pos:R:3:forces:R:3:nbo_charge:R:1 method="wB97M-V/def2-TZVPD" homo_energy_ev=-9.028 homo_lumo_gap_ev=9.46 smiles="O=C/N=c1/[nH]cco1" relative_energy_kcal_mol=68.1
O 1.842 -1.830 1.824 0.0 -0.7 0.0 -0.546
C 1.271 -1.345 0.890 1.0 -0.1 -0.9 0.503
N 0.857 0.017 0.978 0.2 -1.8 -0.7 -0.603
C 0.074 0.305 0.011 0.8 3.6 2.0 0.709
N -0.489 1.537 -0.181 -0.5 4.8 3.3 -0.584
C -1.598 1.481 -1.002 -1.4 2.0 1.1 -0.054
C -1.571 0.264 -1.506 2.2 -0.2 1.0 0.006
O -0.351 -0.393 -0.937 -3.7 -2.8 -4.4 -0.439
H 1.194 -1.988 -0.157 -0.2 1.7 2.2 0.103
H -0.420 2.381 0.510 0.2 -2.7 -1.5 0.429
H -2.426 2.352 -0.964 2.4 -2.3 -0.6 0.260
H -1.921 -0.066 -2.410 -0.9 -1.5 -1.6 0.217


51
Properties=species:S:1:pos:R:3:forces:R:3:nbo_charge:R:1 method="wB97M-V/def2-TZVPD" homo_energy_ev=-0.138 homo_lumo_gap_ev=4.53 charge=-2 relative_energy_kcal_mol=0.0
Au 1.152 -0.568 -0.291 0.0 0.0 0.0 0.423
C 1.294 -2.873 3.831 0.0 0.0 0.0 -1.027
P 0.520 -2.171 2.381 0.0 0.0 0.0 1.961
C -0.840 -3.246 1.914 -0.1 0.0 0.0 -1.037
C -0.216 -0.612 2.901 0.0 0.0 0.0 -1.019
O 1.532 -1.983 1.270 0.0 0.0 0.0 -1.126
H 0.586 -2.898 4.660 0.0 0.0 0.0 0.257
H 2.158 -2.264 4.099 0.0 0.0 0.0 0.242
H 1.604 -3.897 3.614 0.0 0.0 0.0 0.285
H -1.742 -2.971 2.462 0.0 0.0 0.0 0.239
H -0.606 -4.289 2.139 0.1 0.0 -0.1 0.288
H -1.010 -3.115 0.846 0.0 0.0 0.0 0.261
H -0.873 -0.773 3.758 0.0 0.0 0.0 0.237
H -0.776 -0.185 2.069 0.0 0.0 0.0 0.267
H 0.580 0.082 3.169 0.0 0.0 0.0 0.250
C 0.812 0.768 -1.660 0.0 0.0 0.0 -0.518
C 0.593 1.640 -2.488 0.0 0.0 0.0 -0.104
C 0.344 2.662 -3.448 0.0 0.0 0.0 -0.380
C 0.117 3.993 -2.950 0.0 0.0 0.0 0.113
C 0.467 4.332 -1.614 0.0 0.0 0.0 -0.277
C 0.245 5.587 -1.087 0.0 0.0 0.0 -0.214
C -0.353 6.599 -1.838 0.0 0.0 0.0 -0.331
C -0.743 6.286 -3.136 0.0 0.0 0.0 -0.216
C -0.522 5.031 -3.678 0.0 0.0 0.0 -0.302
C 0.344 2.280 -4.837 0.0 0.0 0.0 0.016
C 0.231 0.913 -5.206 0.0 0.0 0.0 -0.259
C 0.253 0.498 -6.522 0.0 0.0 0.0 -0.202
C 0.402 1.407 -7.570 0.0 0.0 0.0 -0.332
C 0.553 2.749 -7.238 0.0 0.0 0.0 -0.233
C 0.530 3.177 -5.921 0.0 0.0 0.0 -0.230
H 0.922 3.563 -1.002 0.0 0.0 0.0 0.224
H 0.546 5.785 -0.062 0.0 0.0 0.0 0.185
H -0.525 7.585 -1.422 0.0 0.0 0.0 0.182
H -1.248 7.033 -3.742 0.0 0.0 0.0 0.181
H -0.899 4.828 -4.670 0.0 0.0 0.0 0.203
H 0.129 0.183 -4.413 0.0 0.0 0.0 0.225
H 0.152 -0.561 -6.739 0.0 0.0 0.0 0.185
H 0.417 1.078 -8.603 0.0 0.0 0.0 0.182
H 0.711 3.484 -8.022 0.0 0.0 0.0 0.181
H 0.712 4.223 -5.719 0.0 0.0 0.0 0.195
Se 0.333 -6.708 3.713 0.0 0.0 0.0 -0.479
C -0.317 -5.591 5.077 0.0 0.0 0.0 -0.141
C 0.421 -5.301 6.238 0.0 0.0 0.0 -0.325
C -0.064 -4.408 7.174 0.0 0.0 0.0 0.014
N -1.231 -3.762 7.080 0.0 0.0 0.0 -0.496
C -1.949 -4.052 5.990 0.0 0.0 0.0 0.011
C -1.556 -4.931 4.998 0.0 0.0 0.0 -0.333
H 1.387 -5.767 6.384 0.0 0.0 0.0 0.214
H 0.528 -4.186 8.059 0.0 0.0 0.0 0.170
H -2.905 -3.541 5.905 0.0 0.0 0.0 0.172
H -2.200 -5.109 4.145 0.0 0.0 0.0 0.215


45
Properties=species:S:1:pos:R:3:forces:R:3:nbo_charge:R:1 method="wB97M-V/def2-TZVPD" homo_energy_ev=-8.220 homo_lumo_gap_ev=8.81 smiles="CCOCCOC(=O)[C@@H](C)Oc1ccc(Oc2ncc(Cl)cc2Cl)cc1" relative_energy_kcal_mol=4.7
C -6.271 -1.349 -0.184 0.4 -0.2 -0.1 -0.641
C -5.312 -2.508 -0.454 -0.2 0.0 0.1 -0.056
O -3.950 -2.139 -0.445 0.2 0.1 0.1 -0.538
C -3.531 -1.418 -1.580 0.2 0.2 0.0 -0.096
C -2.046 -1.098 -1.429 -0.5 -0.2 -0.5 -0.090
O -1.804 -0.237 -0.323 0.1 -0.1 0.4 -0.493
C -2.177 1.028 -0.438 0.1 0.4 0.1 0.781
O -2.665 1.524 -1.422 0.0 0.0 0.0 -0.609
C -1.958 1.792 0.870 -0.3 0.1 -0.1 0.000
C -3.210 1.597 1.727 0.4 0.1 -0.1 -0.611
O -0.866 1.304 1.615 -0.1 0.0 0.2 -0.501
C 0.378 1.335 1.064 0.4 0.0 -0.1 0.382
C 0.692 1.871 -0.181 -0.3 0.0 0.2 -0.327
C 1.999 1.848 -0.632 0.5 -0.2 0.1 -0.208
C 3.006 1.295 0.147 -0.6 0.0 0.0 0.241
O 4.290 1.387 -0.367 -0.1 0.3 0.0 -0.459
C 5.209 0.442 -0.164 0.7 -0.7 0.0 0.483
N 4.909 -0.701 0.425 -0.3 0.6 -0.3 -0.455
C 5.836 -1.631 0.582 0.4 -0.1 0.0 0.033
C 7.138 -1.457 0.149 -0.2 0.3 -0.1 -0.108
Cl 8.320 -2.690 0.377 0.1 -0.2 0.0 0.023
C 7.488 -0.263 -0.478 -0.3 -0.1 0.1 -0.195
C 6.514 0.700 -0.639 -0.3 -0.1 0.2 -0.102
Cl 6.863 2.197 -1.406 0.1 0.1 -0.1 0.042
C 2.703 0.771 1.397 0.1 0.1 0.0 -0.214
C 1.399 0.791 1.844 -0.3 0.1 -0.1 -0.270
H -5.985 -0.840 0.733 0.0 0.1 0.1 0.212
H -6.264 -0.631 -1.000 -0.1 0.1 0.0 0.206
H -7.280 -1.735 -0.074 -0.1 0.0 0.0 0.215
H -5.564 -2.988 -1.412 0.0 0.0 0.1 0.158
H -5.399 -3.250 0.344 -0.1 0.0 -0.1 0.188
H -4.092 -0.480 -1.689 0.1 -0.1 0.0 0.189
H -3.675 -2.018 -2.492 0.0 0.1 0.1 0.172
H -1.484 -2.005 -1.208 0.0 0.1 -0.1 0.208
H -1.683 -0.626 -2.347 0.0 -0.1 0.1 0.200
H -1.828 2.858 0.629 0.0 -0.3 -0.1 0.199
H -3.340 0.538 1.935 0.0 -0.1 0.0 0.225
H -4.081 1.978 1.201 -0.1 0.0 0.0 0.222
H -3.092 2.130 2.667 0.0 0.1 0.1 0.225
H -0.067 2.307 -0.812 -0.1 0.1 -0.1 0.227
H 2.250 2.265 -1.594 0.0 0.0 -0.1 0.227
H 5.512 -2.537 1.072 0.1 -0.2 0.0 0.209
H 8.493 -0.093 -0.830 0.1 0.0 0.0 0.245
H 3.480 0.349 2.012 0.0 0.0 0.1 0.237
H 1.143 0.387 2.810 0.0 -0.1 0.1 0.226


34
Properties=species:S:1:pos:R:3:forces:R:3:nbo_charge:R:1 method="wB97M-V/def2-TZVPD" homo_energy_ev=-12.826 homo_lumo_gap_ev=10.33 charge=+1 relative_energy_kcal_mol=44.0
C -2.782 1.162 0.121 2.1 -0.6 1.5 -0.623
C -1.350 0.511 0.469 -1.6 1.9 -1.9 -0.033
C -0.326 1.594 0.864 -1.8 -0.8 2.6 -0.426
C 0.751 1.152 1.876 0.6 0.6 -0.2 -0.395
C 1.772 0.071 1.454 -3.1 -0.1 -1.3 -0.460
C 1.285 -1.305 1.945 -2.5 -0.1 -0.4 -0.206
N 1.275 -2.295 0.840 1.3 1.8 -1.2 -0.865
N -0.868 -0.113 -0.834 0.0 -0.2 0.2 -0.716
H -3.016 1.776 1.006 -0.5 -0.7 -0.2 0.235
H -2.702 1.926 -0.651 0.0 -0.4 -0.5 0.223
H -3.442 0.310 -0.078 -0.3 0.8 -0.1 0.228
H -1.476 -0.252 1.200 0.0 -0.6 0.5 0.219
H 0.038 2.062 -0.012 0.7 0.5 -0.8 0.210
H -0.889 2.392 1.458 0.5 -0.9 -1.0 0.240
H 0.315 0.822 2.824 -0.2 0.5 -0.1 0.215
H 1.228 2.116 2.013 0.6 0.0 0.7 0.219
H 2.778 0.326 1.782 0.1 -0.2 -0.4 0.230
H 1.585 -0.006 0.345 1.2 0.2 1.3 0.194
H 1.923 -1.542 2.758 0.3 -0.8 1.1 0.195
H 0.130 -1.282 2.307 2.8 0.2 -0.5 0.169
H 1.328 -3.238 1.139 -0.1 -1.0 0.6 0.377
H 2.111 -2.150 0.223 -1.1 -0.2 0.9 0.352
H 0.099 -0.429 -0.692 0.0 0.2 -0.4 0.441
H -0.931 0.619 -1.578 0.6 -0.8 0.6 0.469
H -1.345 -0.948 -1.195 -0.7 0.2 0.5 0.460
H 3.577 -0.625 -0.811 0.3 0.1 0.0 0.486
H 2.982 0.753 -0.529 0.5 0.8 0.9 0.471
O 2.977 0.045 -1.145 -0.1 -0.7 -1.7 -0.942
H -4.066 -2.052 -1.551 -0.3 0.5 0.2 0.487
H -2.955 -2.880 -2.030 0.2 1.0 0.0 0.486
O -3.158 -1.933 -1.843 0.3 -1.5 -0.1 -0.964
H 1.246 1.677 -1.940 -1.5 -0.5 0.1 0.485
H 0.805 1.651 -3.271 -0.7 -0.1 -1.1 0.500
O 0.389 1.491 -2.422 2.6 1.0 0.4 -0.962


107
Properties=species:S:1:pos:R:3:forces:R:3:lowdin_charge:R:1 method="wB97M-V/def2-TZVPD" homo_energy_ev=-4.767 homo_lumo_gap_ev=6.34 charge=-1
C 0.994 -1.566 -1.259 -0.8 -0.5 -0.3 -0.138
N 1.029 -1.113 -2.637 0.6 -0.2 -0.1 -0.116
C 1.837 0.071 -2.904 -0.4 0.4 -0.1 -0.168
C 1.688 1.222 -1.921 -0.1 0.7 0.9 -0.390
C 2.868 1.527 -0.995 0.0 -0.3 -0.9 -0.277
O 2.442 2.649 -0.289 0.1 0.1 -0.2 -0.336
P 1.806 3.776 -1.477 1.2 0.0 1.0 0.353
Cl 1.239 5.367 -2.981 -0.2 0.1 -0.4 0.055
C 0.048 3.751 -0.769 -0.7 0.0 -0.4 -0.261
C -1.005 2.959 -1.500 0.1 -0.3 0.5 -0.266
C -1.423 3.260 -2.793 0.0 0.5 -0.4 -0.060
C -2.362 2.493 -3.455 0.0 -0.3 0.4 -0.077
C -2.908 1.378 -2.824 0.0 0.2 -0.2 -0.075
C -2.529 1.061 -1.529 -0.2 -0.4 -0.1 -0.311
C -3.137 -0.153 -0.866 -0.2 0.2 -0.1 -0.061
C -1.589 1.854 -0.882 -0.1 -0.1 0.0 -0.047
O 1.477 2.462 -2.575 0.0 0.0 -0.3 -0.332
H 1.988 -1.652 -0.825 0.1 0.2 0.0 0.075
H 0.335 -0.967 -0.619 0.3 0.2 0.2 0.068
H 0.566 -2.575 -1.254 0.1 0.0 0.1 0.066
H 0.102 -1.019 -3.023 -0.1 0.2 0.2 0.093
H 1.524 0.462 -3.872 0.1 0.0 -0.1 0.120
H 2.897 -0.194 -2.986 0.0 -0.2 0.0 0.115
H 0.847 1.109 -1.224 -0.1 -0.7 -0.3 0.115
H 3.193 0.694 -0.366 -0.3 0.1 0.3 0.112
H 3.707 1.769 -1.673 0.2 0.0 0.2 0.108
H 2.143 4.862 -0.600 -0.3 0.0 0.1 -0.020
H 3.106 3.875 -2.067 -0.2 0.1 -0.1 -0.006
H -0.299 4.783 -0.695 0.3 0.1 -0.1 0.065
H 0.127 3.358 0.246 0.2 0.0 0.0 0.076
H -0.984 4.111 -3.293 0.1 0.0 0.0 0.050
H -2.677 2.746 -4.454 0.1 0.0 0.0 0.074
H -3.633 0.768 -3.353 0.0 -0.1 0.1 0.102
H -4.113 -0.364 -1.307 0.0 0.0 0.0 0.068
H -2.524 -1.042 -1.017 0.1 0.0 0.2 0.070
H -3.302 0.014 0.200 0.2 -0.1 0.1 0.070
H -1.313 1.580 0.133 0.1 0.1 0.0 0.120
C 4.623 -5.213 3.243 -0.4 -0.1 -0.2 -0.066
C 4.843 -4.455 1.953 0.3 0.2 0.3 -0.186
O 4.222 -5.128 0.839 -0.1 -0.1 -0.3 0.031
C 2.923 -4.904 0.677 0.3 0.3 0.4 -0.399
O 2.241 -4.211 1.371 -0.2 -0.1 -0.2 0.170
C 2.415 -5.637 -0.579 -0.1 -0.1 -0.1 -0.550
F 2.895 -6.888 -0.637 0.0 0.0 0.0 0.158
F 2.811 -4.988 -1.678 0.0 0.0 0.0 0.173
F 1.088 -5.700 -0.578 0.0 0.0 0.0 0.171
H 4.968 -6.240 3.143 0.1 0.0 0.0 0.076
H 5.163 -4.731 4.054 0.0 0.0 0.0 0.075
H 3.564 -5.239 3.500 0.0 0.1 0.0 0.082
H 5.902 -4.413 1.706 0.0 -0.1 -0.1 0.126
H 4.476 -3.432 2.018 -0.1 0.0 -0.1 0.128
C -1.401 5.583 -9.067 -0.2 0.0 0.1 -0.058
C -1.290 4.077 -9.156 0.3 0.2 -0.2 -0.192
O -2.157 3.436 -8.200 -0.1 -0.1 0.0 0.039
C -3.423 3.291 -8.550 0.2 0.1 -0.1 -0.403
O -3.938 3.624 -9.577 -0.1 0.0 0.0 0.163
C -4.174 2.564 -7.416 -0.1 -0.1 0.2 -0.542
F -3.837 3.069 -6.227 -0.2 0.0 -0.2 0.156
F -3.865 1.259 -7.422 0.0 0.1 0.0 0.167
F -5.493 2.674 -7.565 0.1 0.1 0.0 0.170
H -1.203 5.918 -8.049 0.1 0.0 0.0 0.088
H -0.681 6.051 -9.738 0.0 0.0 0.0 0.081
H -2.401 5.918 -9.343 0.0 0.0 -0.1 0.077
H -0.287 3.749 -8.894 -0.1 -0.1 0.1 0.128
H -1.514 3.712 -10.158 -0.2 0.0 0.0 0.123
C 6.984 -10.668 6.434 -0.1 0.2 0.1 -0.060
C 7.848 -10.231 5.272 0.0 -0.4 0.0 -0.195
O 7.619 -8.845 4.944 0.0 0.1 0.0 0.033
C 8.269 -7.957 5.681 0.0 -0.2 0.0 -0.400
O 9.022 -8.180 6.581 0.0 0.1 0.0 0.172
C 7.948 -6.536 5.175 0.0 0.2 0.0 -0.540
F 6.640 -6.390 4.933 0.2 -0.1 0.2 0.150
F 8.610 -6.297 4.034 0.0 -0.1 0.0 0.168
F 8.314 -5.623 6.067 0.0 -0.1 0.0 0.178
H 5.933 -10.470 6.222 0.0 -0.1 0.0 0.084
H 7.112 -11.734 6.615 0.0 0.0 0.0 0.082
H 7.248 -10.128 7.343 0.1 0.0 0.0 0.079
H 7.592 -10.782 4.370 -0.1 0.1 -0.1 0.125
H 8.906 -10.390 5.475 0.0 0.1 0.1 0.125
C -5.258 4.164 -1.064 -0.3 0.1 0.1 -0.042
C -5.016 3.043 -0.082 0.4 0.0 -0.5 -0.177
O -5.717 3.278 1.169 -0.1 -0.1 0.1 0.029
C -6.992 2.941 1.196 0.2 0.0 -0.2 -0.412
O -7.645 2.464 0.316 -0.1 0.0 0.1 0.172
C -7.560 3.215 2.603 -0.1 0.1 0.2 -0.539
F -7.162 4.403 3.076 0.0 0.0 0.0 0.160
F -7.130 2.271 3.458 -0.2 0.0 -0.1 0.148
F -8.889 3.198 2.599 0.1 -0.1 0.0 0.172
H -4.984 5.123 -0.624 0.1 0.0 0.0 0.086
H -4.656 3.999 -1.957 0.1 0.0 0.0 0.078
H -6.309 4.216 -1.352 0.0 -0.1 0.0 0.078
H -3.960 2.993 0.174 -0.1 0.0 0.2 0.118
H -5.306 2.078 -0.493 -0.1 0.0 0.1 0.122
C -4.361 1.780 4.421 0.3 -0.2 0.3 -0.058
C -3.799 3.182 4.408 -0.3 0.0 -0.4 -0.182
O -3.107 3.479 5.642 0.1 0.1 0.1 0.034
C -1.861 3.040 5.734 -0.2 0.0 -0.2 -0.405
O -1.248 2.424 4.916 0.1 0.0 0.1 0.180
C -1.261 3.480 7.084 0.1 0.0 0.1 -0.546
F -2.123 3.287 8.092 0.0 0.0 0.0 0.158
F -0.954 4.785 7.048 0.0 0.0 0.0 0.164
F -0.152 2.797 7.352 0.0 0.0 0.0 0.172
H -5.002 1.630 5.290 -0.1 0.1 -0.1 0.086
H -4.939 1.604 3.520 0.0 0.0 -0.1 0.060
H -3.561 1.040 4.465 0.0 0.0 0.0 0.083
H -4.597 3.919 4.344 0.0 0.0 0.1 0.120
H -3.132 3.340 3.561 0.1 0.0 0.1 0.130


Energy values, unit hartree, following the record order: -414.73761 -3898.74921 -2048.64071 -577.36863 -4503.68120.